ORCA calculation (ωB97M-V/def2-TZVPD) on a cluster of 9 separate species, C24H69N3O9 in total in a non-equilibrium geometry.

Values from the calculation:
Energy relative to the best compared isomer or geometry (same formula, charge and spin) in kJ/mol: 528.44
Structure (SMILES): COC[C@H](C)N.COC[C@H](C)N.COC[C@H](C)N.CCO.CCO.CCO.CCO.CCO.CCO
Total charge: 0
Multiplicity: 1
Electronic energy in eV: -48897.6768

XYZ file:
```
105
Properties=species:S:1:pos:R:3:forces:R:3
H 7.99534 -2.29640 8.50311 -0.22 -0.43 0.60
H 11.18129 -5.43421 13.01445 0.20 -0.25 -0.31
O 10.57461 -6.59045 15.15659 0.71 -0.08 -0.12
H 11.42452 -7.16359 25.24978 -0.49 0.24 -0.18
C 18.99093 -6.99296 15.06762 0.82 -0.76 0.88
H 7.21918 -6.99798 8.03933 -0.11 0.47 -0.11
H 8.48679 -14.10302 17.40812 0.71 -0.50 0.28
H 13.07437 -7.06349 24.89294 0.22 -0.11 -0.43
H 9.11451 -1.98430 7.25389 0.24 0.57 -0.16
H 18.56082 -6.48194 15.92900 -0.51 0.32 -0.15
N 10.16865 -6.16662 6.45756 -0.19 -0.30 -0.03
N 10.51033 -5.76616 22.96132 0.19 -0.43 1.33
H 7.60101 -14.96082 18.72812 0.56 -0.50 0.03
C 12.22758 -14.24304 13.34364 0.93 0.73 0.26
H 14.88595 -9.26500 21.62561 0.02 0.49 0.27
H 2.60474 -7.74046 15.98564 1.08 -0.16 -0.65
H 9.88050 -6.46085 23.33657 -0.37 0.01 0.36
H 12.13865 3.34234 16.81449 0.02 0.09 0.04
H 13.39784 -14.55599 14.89596 0.03 -0.03 -0.17
H 18.17260 -10.91867 8.27934 0.19 -0.05 -0.60
H 0.55988 -6.85204 16.33761 0.24 0.58 -0.62
H 18.08875 -8.59811 7.90467 0.19 0.38 0.02
H -1.22813 -6.21330 17.76691 0.45 0.95 -0.25
C -0.39827 -6.77348 18.19775 -1.09 1.04 -0.49
H 0.50624 -6.97470 20.08617 0.40 0.56 0.32
C 13.84708 -8.94243 21.55657 -0.75 0.18 0.05
C 19.05867 -8.43702 15.42329 -2.01 -0.33 -0.07
C 8.39141 -4.53348 6.86996 -1.80 0.47 1.14
H 8.75830 -6.55213 8.79711 0.05 0.10 -0.10
H 8.52004 -12.83248 20.27554 -0.01 -0.96 0.43
H 11.78222 -7.44993 21.39151 -0.61 -0.07 0.12
H 12.82353 0.61914 17.66653 0.17 0.11 -0.20
H 10.45103 -7.41440 15.63348 -0.07 -0.03 0.10
H 12.66441 -6.38239 15.47718 -0.20 0.04 0.47
H 13.37068 -16.11316 13.33477 0.08 0.31 0.28
O 13.54487 -7.80307 22.35832 0.10 -0.17 -0.21
O 20.34639 -6.65683 14.99654 0.72 1.90 -0.11
C 8.29250 -6.90154 7.87567 0.04 -0.17 -0.88
C 12.10336 -7.55194 22.42813 2.69 -0.33 0.55
H 20.27218 -5.72363 15.20925 1.19 0.37 -0.21
O 17.90635 -8.95627 8.77648 -0.02 1.01 -0.75
C 8.04363 -14.02015 18.40051 -0.82 -0.88 0.95
H 9.95592 -12.38284 18.02106 0.00 0.16 -0.18
O 1.78689 -7.62405 17.71731 -1.37 0.45 2.37
C 11.84426 1.04407 17.88688 0.58 -0.08 -1.03
H 11.76135 -8.43458 22.96858 -0.99 -0.04 -0.30
C 0.87477 -6.59734 17.34959 -1.45 -1.52 -0.26
C 11.92925 -6.55486 14.69111 0.17 0.99 -0.59
H 10.50282 -5.55663 5.72521 -0.34 -0.02 -0.66
H 7.13514 -13.49624 18.10344 0.07 0.95 0.76
H 17.93535 -10.72791 10.58592 0.16 0.44 -0.08
N -0.98840 -8.12269 18.17637 1.71 0.21 0.77
H 13.22470 -9.79346 21.83313 -0.10 -0.21 0.30
H -0.09584 -8.59414 18.14213 -0.22 -1.61 0.10
H 16.58088 -10.32226 7.83020 -0.24 0.43 0.10
C 17.38115 -10.22531 8.56387 0.14 -2.06 1.86
H 11.60416 -16.25419 13.49764 0.19 -0.09 0.55
H 0.23653 -5.20383 19.52763 0.44 -0.25 0.24
H 10.66764 -5.75609 7.23382 -0.21 -0.18 0.67
C 11.19927 1.65183 16.57944 0.47 0.28 2.10
H 11.21264 -13.86115 13.23336 -0.15 -0.42 0.15
C 12.41277 -15.68689 13.03674 -0.98 -1.46 -0.93
H 12.29336 -16.00896 12.00228 0.12 0.60 -0.39
C 8.99114 -2.57722 8.16016 0.24 1.46 -0.95
H 16.29333 -10.10848 10.51178 0.07 0.43 -0.26
H 3.62893 -8.43249 17.35456 -0.41 -0.28 -0.16
O 12.61361 -14.03917 14.69728 -0.48 0.51 0.63
C 17.02915 -10.71205 9.98040 -0.38 -0.34 0.61
C 9.01564 -13.28032 19.41418 -2.74 -1.35 -1.79
H 13.60074 -8.75599 20.51126 0.13 0.20 -0.28
H 10.22189 -5.71668 21.99465 0.74 0.08 -0.38
H 19.45422 -8.60398 16.42517 0.48 0.19 -0.27
H 12.56869 -5.51900 22.86071 0.22 -0.09 0.12
H 11.31099 0.21338 18.34913 -0.53 0.17 -0.24
H 8.23441 -6.31548 5.71948 -0.30 -0.17 0.23
O 11.95294 2.76871 16.06746 -0.16 -0.97 -0.05
H 11.08286 0.88697 15.81163 0.09 0.32 -0.05
C -0.11986 -6.23192 19.59183 -1.27 -0.95 -0.19
C 8.69223 -6.01737 6.66268 1.91 0.54 1.10
C 11.89214 -6.28087 23.24796 -1.00 0.32 -0.58
H 12.98632 -5.60758 13.07980 -0.17 -0.13 -0.30
H 10.23757 2.03199 16.92403 -0.41 -0.16 -0.47
H 16.66171 -11.72609 10.13792 -0.13 -0.24 -0.88
H 17.99748 -8.66173 15.53051 -0.13 -1.13 -0.33
H 19.57415 -8.99301 14.64020 -0.19 -0.24 0.26
H -1.08295 -6.21533 20.10200 0.09 0.03 0.31
H 8.61634 -7.92392 7.68079 0.28 0.04 0.04
H 3.49984 -6.71161 17.17316 0.20 0.27 -0.35
H 1.17216 -5.55534 17.46741 0.77 -0.12 -0.18
H 12.82809 -13.57135 12.73020 0.25 -0.15 -0.36
H 12.01952 1.78844 18.66360 -0.25 0.25 -0.09
H 9.80257 -2.34383 8.84952 -0.43 0.41 0.22
H 9.88616 -13.90346 19.61913 0.00 0.12 0.39
H 18.49396 -6.72466 14.13535 -0.37 -0.32 0.01
H -1.45320 -8.31229 17.29995 0.03 0.18 -0.20
H 7.40703 -4.45296 7.33107 -0.70 -0.12 -0.37
O 9.20830 -3.87633 7.83410 0.96 -3.21 -0.67
H 8.30870 -4.05393 5.89462 0.58 0.53 -0.09
C 12.07014 -5.43761 13.64534 -0.12 -0.06 0.13
H 12.25001 -7.47534 14.20335 -0.41 -0.32 -0.02
H 12.16005 -4.40957 13.99628 -0.10 -0.15 0.65
C 12.14594 -6.50744 24.76284 0.57 -0.38 -0.40
C 2.95879 -7.64403 17.01202 0.38 0.62 -0.74
O 9.26053 -12.17760 18.65027 2.23 2.95 -0.88
H 12.32986 -5.62965 25.38232 -0.57 0.31 -0.36
```
Forces are in eV/Å.